No. 1
Entry from the Open Molecules 2025 dataset: a structure of composition C28H41N5O2RhSbSeSi3 in a non-equilibrium geometry (ωB97M-V with the def2-TZVPD basis set).

```
! wB97M-V def2-TZVPD RIJCOSX def2/J DEFGRID3
* xyz 2 5
O -0.1390 2.6340 1.1846
H 2.1519 -2.2129 4.7000
Sb 0.4022 -1.9013 0.2976
N 1.2631 1.0195 -0.2572
H -1.5539 -3.2393 4.0729
H -1.7264 -2.8561 -2.5575
Se 2.4170 0.2414 0.8728
C 1.9651 6.1995 0.8387
C 1.3222 4.9926 0.8630
H 1.8689 -6.2590 0.4648
C 1.8702 -2.4127 3.6577
Si 0.0707 -4.5980 0.4012
H 1.8214 4.1094 1.2463
H 2.6048 -3.0210 -2.2437
H 2.9850 6.2878 1.1919
C 1.2834 7.3214 0.3519
Si 0.5156 -1.7614 -2.5620
H -2.3410 -1.8453 1.8321
C -3.4910 0.2458 -0.4324
C 0.0072 4.8550 0.3743
H 1.2819 -4.1302 -2.6453
N -1.6281 3.2929 -0.4629
C 1.9416 1.8511 -1.0249
C 1.8255 -5.1680 0.3508
H -4.5227 -2.9386 1.4102
C 1.4033 2.7755 -1.9667
C 2.2630 3.5426 -2.6743
H 0.4587 0.6251 -3.1838
H -1.9534 -4.3872 -0.9729
C 1.7040 -3.1466 -2.8494
H -1.3015 -2.1847 -4.1365
H -1.3094 -6.0323 -1.0122
H 1.2432 0.6380 3.5590
H -2.2474 5.0605 -0.6241
N -2.6291 -0.3422 0.4438
H -0.3290 0.5454 4.3576
C 4.2565 2.5584 -1.6729
Si 0.2306 -1.6251 3.3367
H 2.0066 -3.1247 -3.9040
H -0.7553 -2.3969 5.4011
C -3.1229 1.5899 -0.8668
C 1.1374 -0.2146 -3.3402
O -1.9277 5.9761 -0.5856
C 3.3935 1.7506 -0.8613
H 0.3314 2.8661 -2.0964
H -0.5620 -4.7792 -2.0033
H 1.2103 -0.3934 -4.4205
H 4.3315 4.0704 -3.1358
C -0.5809 3.5228 0.4011
C -4.6976 -0.3549 -0.7648
H 2.6514 -2.0020 3.0159
C -0.8368 -4.8682 1.9906
C -5.0654 -1.5277 -0.1336
H -1.9674 -1.5551 4.4238
H 2.4072 -4.7247 1.1621
H -3.8247 2.2440 -1.3734
C -1.0306 -4.9705 -1.0388
H -0.5508 8.0825 -0.4775
C -1.2495 -2.0125 -3.0537
N -1.9891 2.0279 -0.4157
H 1.7757 8.2874 0.3363
H -1.7498 -4.2680 2.0267
C 3.6965 3.4310 -2.5355
H -1.8279 -1.1094 -2.8334
H 2.1287 0.0746 -2.9825
C -3.0232 -1.4547 1.0868
C -0.0119 7.2182 -0.1080
H 1.8478 -3.4967 3.5214
C -0.6683 5.9890 -0.1158
H -1.1335 -5.9226 2.0620
H -0.2232 -4.6376 2.8642
N 3.8242 0.9255 0.0717
C -4.2301 -2.0639 0.8427
H -5.3301 0.1118 -1.5091
C 0.2323 0.2367 3.4699
H 5.3289 2.4670 -1.5521
H -0.2351 0.7394 2.6207
H 1.8630 4.2616 -3.3791
H 2.3076 -4.9143 -0.5948
C -1.1482 -2.2764 4.3837
Rh -0.7170 0.4764 0.2560
H -6.0000 -2.0150 -0.3840
*
```

The value obtained for the energy above the lowest of the compared OMol25 structures with the same formula, charge and spin is 52.8 kcal/mol. As for the LUMO energy (spin up / spin down): -0.25058 / -0.28248 Ha. For the highest occupied orbital energy (spin up / spin down), the calculation gives -12.3 / -12.5 eV. The HOMO-LUMO gap (spin up / spin down) is 5.47 / 4.80 eV. As for the expectation value of S²: 6.04.

No. 2
Entry from the Open Molecules 2025 dataset: a structure of composition C28H42AsF3NOSSi2Ti in a non-equilibrium geometry (ωB97M-V with the def2-TZVPD basis set).

```
! wB97M-V def2-TZVPD RIJCOSX def2/J DEFGRID3
* xyz -1 1
H 1.7067 -1.6241 1.9033
C -5.0743 2.8586 0.3214
F -7.2564 1.1540 -0.2289
H 2.1199 2.3380 0.9746
H -2.1283 -2.5387 3.7057
C -0.1707 -1.4760 -0.1692
C -3.7369 0.8632 0.1267
H 2.3465 -0.7489 3.3041
C 0.9671 2.5914 4.7441
C 2.6397 0.0505 -0.8979
H -1.0394 -0.7360 5.7979
H -1.4673 -2.5891 2.0661
H 0.2504 -1.9517 5.8642
Si 0.5747 2.3620 2.9146
H 2.5464 -3.3794 -1.4748
H 3.2438 -0.4964 -6.7029
C 3.2589 -1.0004 -5.7354
H 0.6100 -3.2807 -3.1108
H 4.2992 -1.2348 -5.4987
H 1.9741 -2.4695 3.4466
O 0.1547 1.6102 -0.4990
H 2.3026 -5.1148 -1.2000
H 2.6295 1.1395 2.1542
F -6.7387 1.0013 1.8573
H 2.7355 -1.9530 -5.8560
H 0.3978 4.8301 2.7263
F -6.1983 -0.5834 0.4918
C 2.1783 0.2988 -2.3104
As -1.1034 0.7624 2.6750
C -0.2551 -4.9858 -0.2200
C 1.2864 1.3563 -2.6528
H 2.9391 -0.9902 -0.7679
C 1.6522 -1.5285 2.9898
C 0.4713 2.0662 -1.7246
H -0.0088 -4.8948 0.8384
H -6.0380 3.3278 0.4800
H -0.9542 -3.9659 -2.6628
H 1.7499 1.2578 -6.0317
H 2.9202 2.8554 2.4738
N -2.6574 1.6697 -0.0400
H -0.7087 -3.5424 3.3537
C 0.4924 -3.9297 -1.0427
H -1.3327 -4.8601 -0.3255
H 0.0067 4.0464 1.1886
H -0.6951 2.7049 -4.3082
H 3.5111 0.6799 -0.6840
H 0.0778 2.4854 5.3661
H -1.8192 3.5337 -0.2150
C 0.3724 2.8937 -4.4608
H 1.3967 3.5825 4.9160
C 0.1234 -4.0623 -2.5264
H 0.5319 3.1015 -5.5192
C 2.6248 -0.1476 -4.6711
C 2.2132 2.1392 2.0420
H 1.8907 0.2698 -0.1458
H 0.6150 3.7985 -3.8983
H 0.6458 -0.2311 5.7413
H 0.4408 -5.0378 -2.9050
C -3.9527 3.6516 0.0964
S -3.2908 -0.7948 0.0787
Si -0.0916 -1.1533 3.5429
Ti -1.0263 0.3951 0.1582
H -1.1914 4.0847 2.4920
H 3.4451 -1.2463 -3.0301
C -0.0531 -1.0014 5.4142
C -2.7514 2.9999 -0.0696
C 2.7844 -0.4327 -3.3200
C -4.9902 1.4807 0.3451
H -4.0055 4.7294 0.0712
C 0.1103 -2.5906 -0.5715
C 1.8591 0.9697 -4.9898
H 2.2967 -3.9822 0.1674
H 0.0175 -5.9895 -0.5583
C -1.2052 -2.5946 3.1255
C -0.1272 3.9858 2.2708
H 0.0212 3.0141 -1.9896
C 1.2106 1.7235 -4.0282
H 1.6960 1.8503 5.0792
C 2.0063 -4.1134 -0.8759
C -6.2766 0.7377 0.6134
*
```

As for the LUMO energy (spin up / spin down): 0.07711 / 0.07798 Ha. For the highest occupied orbital energy (spin up / spin down), the calculation gives -2.5 / -2.5 eV. The HOMO-LUMO gap (spin up / spin down) is 4.57 / 4.60 eV.

No. 3
Entry from the Open Molecules 2025 dataset: a structure of composition C28H42BBiN7O4 (ωB97M-V with the def2-TZVPD basis set).

```
! wB97M-V def2-TZVPD RIJCOSX def2/J DEFGRID3
* xyz 1 1
N 2.8807 -3.8680 2.1065
C -0.8527 0.4596 2.4827
H -1.9588 3.7881 4.0587
C 2.5100 1.3286 -3.7768
C -6.9674 -1.1319 -1.4357
H 5.4225 -0.7242 1.2416
H 5.9656 0.5404 0.1375
C -6.0892 0.2310 2.4294
O 1.2810 2.1239 -0.9124
H 2.6909 0.3509 -4.2242
N 0.7435 -2.3122 -0.7627
H -0.9095 0.8986 -3.7417
Bi 1.7676 -0.5100 0.9880
C 1.7720 -3.2597 -1.2383
H 2.1097 -3.3273 1.7423
H -0.7124 3.7240 -1.3433
H 1.4508 4.1209 -3.6212
H -0.0046 1.9486 -4.8481
O 1.2970 1.4032 2.0514
C 1.6866 3.8171 -2.6007
C -4.8750 1.3407 0.2088
H -2.8620 -2.7704 2.8638
C -4.5358 1.7896 1.4651
H 4.2285 -2.3109 2.2891
H 4.1614 1.1523 1.8269
C -6.4109 -0.2440 1.1683
H 0.5648 -1.6304 -1.4974
H 2.7600 -1.6511 -2.2121
C -0.3693 2.7354 3.0728
N 3.9917 0.7599 0.9071
H 1.9670 -3.9863 -0.4498
H 3.6847 -3.1568 -2.2275
H -6.5570 -0.1890 3.3110
H 0.3434 0.2176 -4.7875
C 5.1073 -0.0704 0.4286
C 0.0654 1.0840 -4.1877
B 1.3037 0.7752 -0.9172
C 4.1658 -3.2733 1.7756
C -5.7879 0.2955 0.0475
H -7.9590 -0.8038 -1.1166
H 2.8030 -4.8220 1.7791
C 4.4999 -3.0901 0.2849
C -1.1715 -1.7815 1.9780
N -0.4524 -0.6850 1.8703
N 3.7823 -2.0135 -0.4314
C 4.6832 -0.9088 -0.7793
H 5.5773 -2.9038 0.2061
H -4.4495 1.7927 -0.6781
C -5.1195 1.2134 2.5998
N -4.8682 1.6451 3.9228
H -6.7006 -2.0540 -0.9124
H -1.2010 2.1009 -1.8278
H 1.4315 4.6351 -1.9287
H -3.8346 2.6062 1.5764
C 0.8736 2.5905 -2.2281
C -2.1030 0.5330 3.1526
C 1.1263 1.3338 -3.1322
H 4.3165 -4.0435 -0.2176
H -7.1556 -1.0219 1.0738
C -0.6011 2.9651 -2.1168
H -0.9722 3.3670 -3.0584
H 0.3022 3.5835 3.0798
H -0.7886 -2.6676 1.4886
H 4.9354 -3.9193 2.2022
C 3.0511 -2.5102 -1.6053
H 5.5842 -1.2790 -1.2879
H -3.6598 -0.7190 3.9772
H 4.1578 -0.2514 -1.4788
H 3.2852 1.5206 -3.0329
C -2.5281 1.7873 3.6737
H -6.9700 -1.3166 -2.5058
H 3.7874 1.5304 0.2776
H 2.5779 2.0824 -4.5595
C 0.0722 1.5498 2.5042
H 1.4354 -3.8102 -2.1219
C -2.7954 -0.6824 3.3320
O -5.9984 -0.1195 -1.2216
C -1.6360 2.8427 3.6414
N -3.7530 1.9985 4.3392
O 1.1211 0.2404 -2.1666
H -0.1309 -2.7901 -0.5825
H 2.7574 3.6376 -2.5263
C -2.3418 -1.8317 2.7388
*
```

The value obtained for the energy above the lowest of the compared OMol25 structures with the same formula, charge and spin is 2.8 kcal/mol. As for the LUMO energy: -0.09450 Ha. For the highest occupied orbital energy, the calculation gives -9.4 eV. The HOMO-LUMO gap is 6.87 eV.

No. 4
Entry from the Open Molecules 2025 dataset: a structure of composition C28H42BrN3P2Pt in a non-equilibrium geometry (ωB97M-V with the def2-TZVPD basis set).

```
! wB97M-V def2-TZVPD RIJCOSX def2/J DEFGRID3
* xyz 2 3
C 1.2824 -2.4931 -1.9558
H 0.3490 0.7415 -5.4772
H -2.9814 -0.2846 -4.3211
H 0.8819 2.0574 2.6589
C 1.6762 -0.9615 2.8603
H -0.6278 -0.6004 -4.8890
C 1.9459 4.6932 -0.6453
C 3.3127 1.3680 0.3993
H -1.7583 3.1031 -3.7257
H -3.7878 -1.6086 -3.4925
H -2.3537 2.2265 0.9842
H -0.2608 -4.7031 -4.0533
H 2.2465 -0.4872 4.8841
H 3.0184 4.7368 -0.4277
Br 4.2517 -2.4535 5.7147
C -1.5465 -0.4559 2.5770
C 2.4128 3.5731 2.6679
H 4.3359 2.7161 -0.9878
H 2.0669 3.9958 3.6176
C 1.1086 -1.8859 -0.7073
H -3.7577 1.8042 3.3112
H 2.8040 4.4061 2.0746
H 1.7781 5.3311 -1.5205
H 4.1984 -3.9232 3.1059
C 4.4441 2.3212 0.0270
C -0.4467 0.4759 -4.7685
H -3.1144 1.6787 -1.3350
H 1.4034 5.1495 0.1883
C 0.3748 -3.4953 -2.3815
N 1.3113 -3.4425 -4.5817
H -1.4516 -1.6226 -2.7432
N -1.3817 0.3761 1.5527
H -3.2650 3.5550 -2.9294
C -3.2982 -0.6405 -3.3338
H -1.0070 -1.3759 2.7770
H 1.9885 2.8805 -1.8257
C 0.0366 0.8395 -3.3659
C 3.5060 -3.0969 3.0175
C -2.9892 1.2080 2.8517
H 3.4906 0.9375 1.3959
H -1.3435 1.0261 -5.0823
H -1.7411 2.7753 -1.1944
C 2.7777 -2.8886 1.8490
P -1.0897 0.5838 -1.9305
H 0.9457 0.2585 -3.1440
H 3.2403 2.8972 2.9051
C -2.2894 1.4227 1.7008
C 1.4578 3.2813 -0.9493
H -2.5291 -1.2379 -1.4073
C 2.2202 -1.9962 -2.9026
H 2.9205 -1.2032 -2.6465
H 5.3964 1.7797 0.0581
N -2.5112 0.0220 3.3922
C 1.1687 -1.6075 0.5460
H 2.8943 -2.1444 -4.9518
H 0.9640 -0.1404 2.7564
C -2.6149 2.7053 -3.1696
C 1.8509 -1.8373 1.7885
H -4.0604 0.0435 -2.9439
H -0.3962 -3.8694 -1.7116
H -2.8085 -0.4131 4.2577
H 0.4106 3.5290 1.8327
H 2.9015 -3.5049 0.9569
C -2.1384 -0.8530 -2.3610
P 1.6111 2.0450 0.3882
H 0.3915 3.3075 -1.2275
C 2.4009 -1.1433 4.0376
C 1.2572 2.8450 1.9911
H 4.5374 3.1621 0.7225
C 2.1862 -2.5108 -4.2010
C 0.4343 -3.9331 -3.7058
Pt 0.1220 0.1752 0.0319
H 0.3262 1.9005 -3.3332
H -3.1894 2.0497 -3.8351
C -2.2130 2.0338 -1.8570
H 3.3023 0.5138 -0.2948
C 3.3029 -2.2045 4.0775
*
```

As for the LUMO energy (spin up / spin down): -0.21118 / -0.29601 Ha. For the highest occupied orbital energy (spin up / spin down), the calculation gives -13.5 / -13.7 eV. The HOMO-LUMO gap (spin up / spin down) is 7.80 / 5.68 eV. As for the expectation value of S²: 2.01.

Total energy for every record listed, in sequence, given in a.u.: -5135.92617; -5584.28426; -2015.73266; -4631.87960.